1.
{
  "formula": "C51H36Cl2NO3P2RbS4",
  "method": "ωB97M-V/def2-TZVPD",
  "symbols": ["Rb", "C", "C", "C", "C", "C", "C", "C", "C", "P", "C", "C", "C", "C", "C", "C", "C", "C", "C", "C", "C", "C", "C", "O", "C", "C", "C", "C", "C", "C", "P", "C", "C", "C", "C", "C", "C", "C", "C", "C", "C", "C", "C", "H", "H", "H", "H", "H", "H", "H", "H", "H", "H", "H", "H", "H", "H", "H", "H", "H", "H", "H", "H", "H", "H", "H", "H", "H", "H", "H", "H", "H", "H", "H", "H", "Cl", "C", "C", "C", "Cl", "C", "C", "C", "C", "N", "C", "C", "O", "H", "H", "H", "H", "O", "C", "S", "C", "C", "S", "S", "S"],
  "xyz": [[0.372, -2.616, -0.711], [-2.111, 5.805, 0.001], [-1.532, 5.018, -1.189], [-1.469, 5.937, -2.422], [-0.137, 4.543, -0.829], [0.887, 5.460, -0.610], [2.155, 5.056, -0.237], [2.421, 3.707, -0.074], [1.439, 2.750, -0.282], [1.746, 0.943, -0.086], [2.677, 1.011, 1.484], [1.986, 1.510, 2.587], [2.542, 1.460, 3.855], [3.800, 0.906, 4.041], [4.493, 0.406, 2.950], [3.937, 0.459, 1.680], [2.976, 0.743, -1.422], [2.489, 0.142, -2.578], [3.307, -0.045, -3.681], [4.631, 0.361, -3.636], [5.128, 0.961, -2.488], [4.306, 1.155, -1.391], [0.165, 3.195, -0.657], [-0.768, 2.215, -0.831], [-2.012, 2.524, -1.294], [-2.844, 1.425, -1.527], [-4.148, 1.671, -1.939], [-4.601, 2.965, -2.137], [-3.746, 4.030, -1.914], [-2.435, 3.834, -1.483], [-2.201, -0.280, -1.188], [-2.792, -0.357, 0.542], [-1.807, -0.175, 1.511], [-2.153, -0.073, 2.852], [-3.479, -0.179, 3.236], [-4.465, -0.382, 2.276], [-4.126, -0.460, 0.937], [-3.392, -1.243, -2.177], [-4.149, -2.283, -1.657], [-4.945, -3.058, -2.492], [-5.007, -2.788, -3.848], [-4.236, -1.761, -4.379], [-3.428, -1.003, -3.553], [-1.498, 6.682, 0.217], [-2.144, 5.181, 0.894], [-3.126, 6.140, -0.219], [-0.837, 6.804, -2.229], [-2.461, 6.303, -2.684], [-1.063, 5.400, -3.279], [0.683, 6.518, -0.723], [2.933, 5.790, -0.069], [3.407, 3.386, 0.233], [0.990, 1.924, 2.461], [1.979, 1.839, 4.700], [4.227, 0.842, 5.034], [5.458, -0.064, 3.085], [4.463, 0.013, 0.850], [1.459, -0.199, -2.610], [2.914, -0.534, -4.563], [5.280, 0.193, -4.487], [6.166, 1.268, -2.441], [4.710, 1.617, -0.500], [-4.813, 0.838, -2.125], [-5.619, 3.142, -2.461], [-4.110, 5.039, -2.062], [-0.762, -0.124, 1.222], [-1.374, 0.067, 3.591], [-3.750, -0.116, 4.283], [-5.503, -0.479, 2.573], [-4.902, -0.600, 0.194], [-4.071, -2.560, -0.612], [-5.475, -3.900, -2.068], [-5.619, -3.400, -4.498], [-4.247, -1.564, -5.445], [-2.817, -0.215, -3.980], [5.539, -2.276, -0.026], [4.479, -2.648, 1.309], [5.036, -3.192, 2.458], [4.253, -3.457, 3.549], [4.992, -4.122, 4.993], [2.862, -3.212, 3.513], [1.985, -3.537, 4.573], [0.642, -3.321, 4.429], [0.178, -2.752, 3.233], [0.963, -2.401, 2.244], [2.291, -2.635, 2.351], [3.117, -2.299, 1.174], [2.636, -1.731, 0.161], [6.097, -3.398, 2.482], [2.386, -3.978, 5.476], [-0.063, -3.588, 5.206], [-0.887, -2.592, 3.091], [-1.570, -10.022, -0.738], [-1.248, -8.849, -0.807], [0.394, -8.251, -0.777], [0.076, -6.518, -0.973], [-1.234, -6.175, -1.088], [-2.073, -4.639, -1.334], [-2.374, -7.520, -1.021], [1.566, -5.606, -1.003]],
  "mulliken_charge": [0.8442, -1.6819, 1.9047, -1.7916, 0.8569, -0.3920, -1.5189, -0.1354, 0.4193, 1.6543, 0.5337, -0.8359, -0.6131, -0.8543, -0.6246, -0.3650, 1.1650, -0.6384, -0.5696, -0.6155, -0.8394, -0.4993, -1.1249, 0.0387, -1.2517, 0.4178, -0.4069, -1.5191, -0.4804, 0.7699, 1.1260, 0.4809, -0.1259, -0.7478, -0.7362, -0.9070, 0.0057, 0.5304, -0.9676, -0.4696, -0.6052, -0.6632, -0.3211, 0.3997, 0.3675, 0.4038, 0.3859, 0.3883, 0.3943, 0.3311, 0.3905, 0.3258, 0.3512, 0.4134, 0.3669, 0.3874, 0.1971, 0.3292, 0.4233, 0.3554, 0.4053, 0.1677, 0.4149, 0.3837, 0.3187, 0.3604, 0.5997, 0.3497, 0.4149, 0.4678, 0.6172, 0.3918, 0.3573, 0.3704, 0.3676, -0.2788, 0.6714, -0.6922, 0.8568, -0.3522, 0.3710, -0.9686, -1.1103, -0.4788, 0.3348, 0.1132, -0.4634, -0.4972, 0.4343, 0.3895, 0.4021, 0.5807, -0.6997, 0.5207, -0.2234, -0.0055, -0.3022, -0.4597, -0.2239, -0.5624],
  "charge": -2,
  "multiplicity": 1,
  "gap_ha": 0.1313,
  "e_lumo_ev": 3.2
}

=====

2.
{
  "formula": "C51H36F15GeHfN2O5S2",
  "method": "ωB97M-V/def2-TZVPD",
  "symbols": ["Hf", "O", "C", "O", "C", "O", "O", "C", "C", "C", "C", "C", "C", "C", "C", "C", "C", "C", "C", "N", "C", "C", "C", "C", "C", "N", "C", "C", "C", "C", "H", "H", "H", "H", "H", "H", "H", "H", "H", "H", "H", "H", "H", "H", "H", "H", "H", "H", "H", "H", "H", "H", "H", "H", "H", "H", "H", "H", "H", "F", "C", "C", "C", "F", "C", "F", "C", "F", "C", "F", "Ge", "S", "C", "C", "F", "C", "F", "C", "F", "C", "F", "C", "F", "C", "C", "F", "C", "F", "C", "F", "C", "F", "C", "F", "C", "C", "O", "S", "C", "C", "C", "C", "C", "C", "C", "C", "H", "H", "H", "H", "H", "H", "H"],
  "xyz": [[1.130, 0.820, -0.889], [3.704, 0.063, -4.009], [3.063, 0.024, -2.991], [2.637, 1.057, -2.299], [2.560, -1.304, -2.337], [2.691, -2.385, -2.853], [1.944, -1.059, -1.202], [4.935, 2.651, -0.393], [4.714, 1.879, 0.909], [4.305, 0.430, 0.657], [3.760, 2.544, 1.889], [4.232, 2.778, 3.175], [3.442, 3.382, 4.135], [2.165, 3.782, 3.802], [1.634, 3.577, 2.528], [0.231, 4.162, 2.331], [0.307, 5.635, 1.903], [-0.812, 3.430, 1.485], [2.445, 2.929, 1.581], [1.911, 2.682, 0.270], [1.777, 3.745, -0.474], [1.057, 3.759, -1.667], [0.876, 4.853, -2.518], [0.141, 4.381, -3.587], [-0.065, 3.000, -3.375], [0.434, 2.627, -2.180], [-0.691, 2.092, -4.416], [-2.218, 2.155, -4.282], [-0.228, 0.645, -4.292], [-0.282, 2.580, -5.815], [5.781, 2.219, -0.931], [5.164, 3.699, -0.189], [4.080, 2.600, -1.064], [5.680, 1.861, 1.424], [3.246, 0.397, 0.401], [4.384, -0.175, 1.561], [4.872, -0.029, -0.152], [5.243, 2.475, 3.418], [3.823, 3.541, 5.135], [1.545, 4.267, 4.548], [-0.180, 4.165, 3.346], [0.504, 5.726, 0.834], [1.086, 6.173, 2.444], [-0.648, 6.126, 2.095], [-0.661, 3.551, 0.414], [-1.792, 3.860, 1.709], [-0.841, 2.367, 1.711], [2.245, 4.683, -0.172], [1.252, 5.849, -2.347], [-0.180, 4.938, -4.449], [-2.533, 1.783, -3.306], [-2.689, 1.540, -5.052], [-2.580, 3.179, -4.391], [-0.605, 0.179, -3.387], [0.863, 0.574, -4.305], [-0.595, 0.071, -5.145], [-0.636, 3.587, -6.028], [-0.712, 1.912, -6.564], [0.802, 2.564, -5.926], [2.561, -1.493, 3.602], [1.676, -2.268, 4.226], [0.328, -2.226, 3.912], [-0.493, -3.081, 4.628], [-1.818, -3.071, 4.389], [-0.030, -3.946, 5.601], [-0.864, -4.754, 6.264], [1.324, -3.961, 5.887], [1.803, -4.785, 6.823], [2.179, -3.118, 5.201], [3.486, -3.134, 5.481], [-0.526, -1.124, 2.507], [0.840, 0.301, 1.666], [-1.343, -2.541, 1.420], [-0.497, -3.423, 0.768], [0.820, -3.206, 0.791], [-0.956, -4.558, 0.121], [-0.114, -5.391, -0.495], [-2.311, -4.835, 0.134], [-2.783, -5.933, -0.465], [-3.186, -3.977, 0.774], [-4.497, -4.244, 0.770], [-2.690, -2.854, 1.411], [-3.581, -2.093, 2.063], [-1.893, 0.003, 3.378], [-2.711, 0.773, 2.565], [-2.644, 0.630, 1.238], [-3.577, 1.730, 3.061], [-4.339, 2.462, 2.242], [-3.642, 1.936, 4.430], [-4.468, 2.859, 4.932], [-2.839, 1.190, 5.273], [-2.894, 1.391, 6.596], [-1.981, 0.245, 4.735], [-1.216, -0.439, 5.604], [-2.023, -7.164, -3.509], [-3.005, -7.076, -4.639], [-3.374, -8.022, -5.285], [-3.688, -5.486, -5.090], [-3.004, -4.314, -3.943], [-3.857, -3.631, -3.078], [-3.371, -2.603, -2.287], [-2.014, -2.267, -2.325], [-1.151, -2.992, -3.155], [-1.653, -3.985, -3.976], [-1.473, -1.159, -1.599], [-0.847, -0.208, -1.168], [-1.760, -8.210, -3.375], [-2.457, -6.758, -2.597], [-1.130, -6.574, -3.722], [-4.905, -3.896, -3.042], [-4.037, -2.056, -1.630], [-0.094, -2.754, -3.168], [-0.992, -4.499, -4.662]],
  "mulliken_charge": [1.0360, -0.6766, 0.2453, -0.9730, 0.6778, -0.6890, -0.3249, -1.3729, 0.4229, -0.7627, 0.8428, -1.1541, -1.3889, -1.2671, 0.7880, 0.5482, -1.5771, -0.7708, -0.9523, 1.6992, -0.9776, 0.5835, -1.6086, -1.2814, -0.5970, 0.8867, 3.0718, -1.8365, -1.1873, -1.9584, 0.4886, 0.3349, 0.0073, 0.5806, 0.0568, 0.3122, 0.4758, 0.3888, 0.3866, 0.4740, 0.6289, 0.2839, 0.3464, 0.4453, -0.1589, 0.6698, -0.3029, 0.4188, 0.5443, 0.4100, 0.2898, 0.4008, 0.4169, -0.5767, 0.1226, 0.7623, 0.4054, 0.4567, 0.3978, -0.1023, -0.2763, -0.0458, 0.1608, -0.3802, 0.1092, -0.3070, 0.7281, -0.3143, -0.2117, -0.3110, 2.1515, -0.5746, -0.4866, 0.6628, -0.5461, -0.0193, -0.4159, 0.7413, -0.4573, 0.1743, -0.4074, 0.7626, -0.3611, -0.2466, 0.2045, -0.1654, -0.1293, -0.3798, 0.8656, -0.3311, 0.0476, -0.3330, 0.3707, -0.3272, -0.8177, 0.7628, -0.5666, -0.1753, -0.1696, -0.8560, -0.3108, 0.9202, 0.1035, -0.9726, -0.5375, -0.2243, 0.3443, 0.0706, 0.3574, 0.4570, 0.6272, 0.5880, 0.6368],
  "charge": -1,
  "multiplicity": 1,
  "gap_ha": 0.2885,
  "e_lumo_ev": 1.8
}

=====

3.
{
  "formula": "C51H37Cl3CsF6GeN11O2",
  "method": "ωB97M-V/def2-TZVPD",
  "symbols": ["Cs", "C", "N", "C", "N", "C", "N", "C", "C", "C", "C", "C", "C", "C", "N", "N", "C", "O", "C", "C", "C", "C", "C", "C", "N", "C", "N", "C", "N", "C", "H", "H", "H", "H", "H", "H", "H", "H", "H", "H", "H", "H", "H", "H", "H", "H", "C", "C", "C", "C", "C", "C", "C", "C", "C", "C", "C", "C", "C", "C", "C", "N", "H", "H", "H", "H", "H", "H", "H", "H", "H", "H", "C", "C", "N", "C", "C", "C", "C", "C", "C", "C", "C", "C", "N", "C", "H", "H", "H", "H", "H", "H", "H", "H", "Cl", "Ge", "Cl", "Cl", "C", "C", "O", "C", "F", "F", "F", "C", "F", "F", "F", "H", "H", "H"],
  "xyz": [[-0.392, 0.111, 0.225], [-4.746, 0.357, 3.758], [-3.928, 1.276, 2.981], [-3.376, 1.111, 1.771], [-2.666, 2.185, 1.454], [-2.818, 2.977, 2.538], [-3.585, 2.482, 3.481], [-3.998, -0.321, 4.888], [-4.281, -1.649, 5.185], [-3.614, -2.305, 6.208], [-2.647, -1.636, 6.940], [-2.355, -0.311, 6.632], [-3.031, 0.352, 5.617], [-1.295, 0.354, 7.376], [-0.953, 0.204, 8.610], [0.140, 1.035, 8.823], [0.363, 1.633, 7.704], [-0.498, 1.253, 6.733], [1.428, 2.583, 7.396], [2.117, 3.176, 8.450], [3.154, 4.051, 8.179], [3.512, 4.318, 6.868], [2.835, 3.716, 5.811], [3.332, 4.002, 4.410], [2.518, 3.456, 3.351], [2.523, 2.223, 2.816], [1.610, 2.132, 1.876], [1.050, 3.367, 1.878], [1.564, 4.199, 2.755], [1.780, 2.857, 6.076], [-5.129, -0.395, 3.073], [-5.581, 0.945, 4.143], [-3.507, 0.221, 1.168], [-2.368, 3.954, 2.625], [-4.988, -2.195, 4.575], [-3.812, -3.351, 6.395], [-2.093, -2.139, 7.721], [-2.786, 1.378, 5.381], [1.829, 2.942, 9.466], [3.688, 4.525, 8.993], [4.330, 4.999, 6.661], [4.342, 3.604, 4.295], [3.384, 5.076, 4.236], [3.203, 1.445, 3.127], [0.256, 3.649, 1.204], [1.230, 2.392, 5.268], [-2.963, 3.627, -2.874], [-2.193, 3.830, -4.008], [-0.814, 3.681, -3.959], [-0.175, 3.322, -2.764], [-1.005, 3.122, -1.687], [-2.360, 3.261, -1.669], [1.288, 3.150, -2.666], [2.143, 3.888, -3.536], [3.490, 3.710, -3.457], [4.013, 2.799, -2.511], [5.396, 2.531, -2.376], [5.836, 1.635, -1.446], [4.916, 0.972, -0.604], [3.577, 1.217, -0.704], [3.092, 2.135, -1.671], [1.748, 2.321, -1.759], [-4.041, 3.723, -2.915], [-2.668, 4.086, -4.946], [-0.227, 3.811, -4.860], [-2.939, 3.063, -0.777], [1.726, 4.599, -4.234], [4.161, 4.261, -4.105], [6.095, 3.044, -3.027], [6.894, 1.425, -1.352], [5.281, 0.257, 0.123], [2.849, 0.717, -0.083], [2.695, -2.937, 3.278], [2.195, -1.792, 2.643], [2.163, -1.632, 1.340], [2.620, -2.629, 0.562], [3.159, -3.815, 1.097], [3.189, -3.950, 2.496], [3.632, -4.848, 0.226], [3.546, -4.714, -1.115], [2.970, -3.539, -1.697], [2.811, -3.395, -3.088], [2.211, -2.266, -3.582], [1.786, -1.286, -2.671], [1.935, -1.389, -1.373], [2.511, -2.495, -0.875], [2.668, -3.014, 4.356], [1.772, -0.985, 3.233], [3.579, -4.859, 2.936], [4.044, -5.746, 0.671], [3.889, -5.501, -1.776], [3.144, -4.186, -3.749], [2.041, -2.133, -4.641], [1.293, -0.386, -3.026], [-2.109, -4.566, 3.406], [-1.885, -2.987, 1.724], [-4.147, -2.445, 1.672], [-1.221, -1.228, 3.095], [-4.011, -2.422, -1.979], [-2.774, -1.592, -2.359], [-2.020, -1.237, -1.316], [-3.266, -0.302, -3.079], [-2.259, 0.506, -3.454], [-4.002, -0.531, -4.203], [-4.058, 0.422, -2.264], [-1.940, -2.428, -3.370], [-2.636, -2.877, -4.448], [-0.889, -1.748, -3.877], [-1.441, -3.523, -2.771], [-4.584, -1.861, -1.244], [-3.666, -3.333, -1.493], [-4.641, -2.672, -2.835]],
  "lowdin_spin": [0.0175, 0.0000, 0.0001, 0.0002, 0.0014, 0.0001, 0.0000, 0.0000, 0.0000, 0.0000, 0.0000, 0.0000, 0.0000, 0.0000, 0.0000, 0.0000, 0.0000, 0.0000, 0.0000, 0.0000, 0.0000, 0.0000, 0.0000, 0.0000, 0.0001, 0.0000, 0.0000, 0.0035, 0.0003, 0.0000, 0.0000, 0.0000, 0.0000, 0.0000, 0.0000, 0.0000, 0.0000, 0.0000, 0.0000, 0.0000, 0.0000, 0.0000, 0.0000, 0.0000, 0.0071, 0.0000, 0.0351, -0.0201, 0.0323, 0.0934, 0.6864, 0.0952, 0.0172, -0.0019, 0.0016, -0.0014, 0.0007, -0.0018, 0.0005, -0.0011, 0.0007, 0.0069, 0.0056, -0.0011, 0.0069, 0.0134, 0.0001, 0.0001, 0.0001, -0.0001, 0.0001, 0.0000, 0.0000, 0.0000, 0.0001, 0.0000, 0.0000, 0.0000, 0.0000, 0.0000, 0.0000, 0.0000, 0.0000, 0.0000, 0.0000, 0.0000, 0.0000, 0.0000, 0.0000, 0.0000, 0.0000, 0.0000, 0.0000, 0.0000, 0.0000, 0.0001, 0.0000, 0.0003, 0.0000, 0.0000, 0.0001, 0.0000, 0.0000, 0.0000, -0.0001, 0.0000, 0.0000, 0.0000, 0.0000, 0.0000, 0.0000, 0.0000],
  "charge": -1,
  "multiplicity": 2,
  "gap_ha": [0.2507, 0.2503],
  "e_lumo_ev": [1.6, 1.6]
}

=====

Across the entries above, relative energy (zero: lowest compared OMol25 entry of this formula, charge and spin) takes the values 6.15; 0.53; 27.51 kcal/mol, respectively.
Across the entries above, energy takes the values -148727.54958; -186950.18468; -184917.66586 eV, respectively.